# 1
Density functional theory data (ωB97M-V/def2-TZVPD) for C4H9N in the gas phase.

The value obtained for the total energy is -5783.3962 eV. For the highest occupied orbital energy, the calculation gives -9.300 eV. The energy relative to the best compared isomer or geometry (same formula, charge and spin) is 9.6 kcal/mol. The calculation puts the HOMO-LUMO gap at 10.53 eV. The value obtained for the lowest unoccupied orbital energy is 1.2 eV. Its total charge is 0.

XYZ file:
```
14
Properties=species:S:1:pos:R:3:forces:R:3
C 1.23716 -1.08921 -0.01201 0.573 0.088 -0.010
C 0.37999 0.12575 -0.35428 -0.264 -0.135 0.252
C -0.93190 0.05857 0.39433 -0.366 -0.012 0.257
C -2.13872 0.02189 -0.16993 0.226 0.030 0.159
H 1.52910 -1.07330 1.04645 -0.150 0.047 -0.077
H 0.71216 -2.03310 -0.18944 0.078 0.208 -0.101
H 2.17820 -1.05433 -0.58575 -0.398 -0.118 0.106
H 0.15554 0.11217 -1.42300 0.059 0.060 -0.048
H 0.55123 2.15764 -0.23861 -0.175 0.288 -0.037
H 1.34156 1.36267 0.93937 0.054 0.122 -0.116
H -0.84530 0.04080 1.49441 -0.032 0.048 -0.460
H -3.06451 -0.00781 0.40776 0.339 -0.021 -0.110
H -2.23800 0.02076 -1.25222 -0.016 0.027 0.064
N 1.13348 1.35752 -0.05709 0.074 -0.633 0.121
```
Forces are in eV/Å.

Mulliken population analysis, charges in e, atoms 1 to 8:
1 C -1.33
2 C 0.35
3 C -0.21
4 C -0.70
5 H 0.31
6 H 0.36
7 H 0.32
8 H 0.34


# 2
Density functional theory data (ωB97M-V/def2-TZVPD) for C4H9N in the gas phase.

The value obtained for the total energy is -5777.4709 eV. For the highest occupied orbital energy, the calculation gives -6.700 eV. The energy relative to the best compared isomer or geometry (same formula, charge and spin) is 146.2 kcal/mol. The calculation puts the HOMO-LUMO gap at 6.23 eV. The value obtained for the lowest unoccupied orbital energy is -0.5 eV. Its total charge is 0.

XYZ file:
```
14
Properties=species:S:1:pos:R:3:forces:R:3
C 1.89394 0.68850 0.60719 -1.019 -0.204 -0.232
N -1.38034 -0.76040 0.80603 1.314 -1.350 -0.621
C -0.43278 -0.16075 -0.09205 -0.161 0.757 -0.881
C 0.99614 -0.27900 -0.16690 0.688 -0.684 -0.541
C -1.16063 0.29929 -1.34624 -1.272 1.191 1.067
H 1.53055 0.13224 1.48492 1.124 1.052 1.114
H 2.97686 0.65298 0.52864 -0.051 -0.568 -0.387
H 1.62090 1.74351 0.67263 -0.486 -0.135 -0.074
H -0.81947 -1.30924 1.47079 -0.164 0.138 0.212
H -0.60117 0.43244 0.91249 -0.463 0.529 0.217
H 1.51432 -1.24106 -0.19010 -0.612 -0.403 0.738
H -1.65239 -0.61153 -1.69706 0.690 -0.089 -0.623
H -0.57992 0.87856 -2.05384 0.189 -0.430 -0.175
H -2.05680 0.88490 -1.09990 0.222 0.196 0.185
```
Forces are in eV/Å.

Mulliken population analysis, charges in e, atoms 1 to 8:
1 C -0.95
2 N -0.71
3 C 0.39
4 C -0.43
5 C -1.03
6 H 0.27
7 H 0.32
8 H 0.29


# 3
Density functional theory data (ωB97M-V/def2-TZVPD) for C4H9N in the gas phase.

The value obtained for the total energy is -5782.6324 eV. For the highest occupied orbital energy, the calculation gives -9.112 eV. The energy relative to the best compared isomer or geometry (same formula, charge and spin) is 27.2 kcal/mol. The calculation puts the HOMO-LUMO gap at 10.42 eV. The value obtained for the lowest unoccupied orbital energy is 1.3 eV. Its total charge is 0.

XYZ file:
```
14
Properties=species:S:1:pos:R:3:forces:R:3
C -1.17444 -0.50664 1.37577 -0.015 0.025 0.039
C -0.59707 0.56578 0.45520 -0.104 0.213 0.236
N -0.15644 -0.02143 -0.78474 -0.355 0.115 0.073
C 0.91354 0.60615 -1.52221 0.030 0.171 -0.125
C 1.14601 -0.64403 -0.75528 -0.148 -0.141 0.271
H -2.00417 -1.03316 0.89226 0.144 0.123 0.026
H -0.41628 -1.25188 1.64671 -0.095 0.159 -0.082
H -1.54671 -0.05433 2.30061 0.054 -0.062 -0.111
H 0.23913 1.08171 0.95954 -0.108 0.047 0.027
H -1.36300 1.30802 0.21572 0.034 0.042 0.119
H 1.32028 1.52333 -1.09531 0.087 -0.156 -0.069
H 0.85310 0.58731 -2.60772 -0.113 0.043 0.185
H 1.01459 -1.59786 -1.22829 0.998 -0.402 -0.226
H 1.77147 -0.56299 0.14774 -0.409 -0.177 -0.363
```
Forces are in eV/Å.

Mulliken population analysis, charges in e, atoms 1 to 8:
1 C -1.13
2 C -0.31
3 N -0.31
4 C -0.42
5 C -0.44
6 H 0.30
7 H 0.29
8 H 0.36